Entry from OMol25: a cluster of 9 separate species, H18O9 in total in a non-equilibrium geometry (ωB97M-V with the def2-TZVPD basis set).

For the electronic energy, the calculation gives -687.87996 a.u. As for the energy above the lowest of the compared OMol25 structures with the same formula, charge and spin: 91.51 kcal per mole. As for the molar mass: 162.13 g/mol. The multiplicity is 1. The value obtained for the LUMO energy is 0.00 eV. Its SMILES is O.O.O.O.O.O.O.O.O.

```
27
H18O9, DFT ωB97M-V with the def2-TZVPD basis set
O -0.14 -0.45 0.63
H -0.40 -1.31 0.28
H 0.40 -0.72 1.29
O -1.15 -2.18 -4.07
H -0.92 -3.06 -3.65
H -1.93 -2.30 -4.62
O 1.70 3.81 0.94
H 1.18 3.09 1.23
H 1.17 4.57 1.28
O -2.00 -0.53 3.80
H -1.28 0.11 3.99
H -2.10 -1.04 4.60
O -2.15 2.14 -3.31
H -2.30 2.10 -4.30
H -2.27 1.30 -2.89
O -4.30 1.26 0.89
H -4.57 1.36 -0.01
H -3.75 2.07 1.05
O 3.81 1.87 0.47
H 3.64 2.73 0.88
H 3.88 1.93 -0.41
O 5.16 -1.30 0.77
H 4.68 -1.02 1.50
H 4.64 -1.81 0.13
O -0.61 -4.36 -0.44
H -0.35 -4.63 0.46
H -0.03 -3.65 -0.51
```

***

Entry from OMol25: a cluster of 9 separate species, H18O9 in total in a non-equilibrium geometry (ωB97M-V with the def2-TZVPD basis set).

For the electronic energy, the calculation gives -687.90024 a.u. As for the energy above the lowest of the compared OMol25 structures with the same formula, charge and spin: 78.78 kcal per mole. As for the molar mass: 162.13 g/mol. The multiplicity is 1. The value obtained for the LUMO energy is -0.06 eV. Its SMILES is O.O.O.O.O.O.O.O.O.

```
27
H18O9, DFT ωB97M-V with the def2-TZVPD basis set
O 0.10 0.22 -0.88
H -0.21 0.28 0.04
H -0.27 1.01 -1.30
O -1.80 0.61 4.42
H -2.14 1.03 5.22
H -1.07 1.18 4.16
O 0.93 -3.18 1.35
H 1.38 -3.30 0.50
H 0.35 -3.95 1.41
O 1.46 -0.96 2.13
H 2.07 -0.23 2.02
H 0.85 -0.66 2.82
O 4.35 2.04 -0.50
H 3.69 2.05 -1.21
H 4.58 2.97 -0.39
O 1.84 4.88 -1.63
H 1.11 4.81 -1.01
H 2.62 4.76 -1.09
O -4.10 -1.41 -2.22
H -4.24 -0.73 -1.55
H -3.15 -1.52 -2.26
O -4.51 0.50 0.68
H -3.99 0.81 1.43
H -5.37 0.27 1.06
O 1.87 -2.99 -3.65
H 1.07 -2.99 -3.11
H 1.63 -3.50 -4.43
```

***

Entry from OMol25: a cluster of 9 separate species, H18O9 in total in a non-equilibrium geometry (ωB97M-V with the def2-TZVPD basis set).

For the electronic energy, the calculation gives -687.83030 a.u. As for the energy above the lowest of the compared OMol25 structures with the same formula, charge and spin: 122.68 kcal per mole. As for the molar mass: 162.14 g/mol. The multiplicity is 1. The value obtained for the LUMO energy is -0.35 eV. Its SMILES is O.O.O.O.O.O.O.O.O.

```
27
H18O9, DFT ωB97M-V with the def2-TZVPD basis set
O -2.11 -0.13 -0.28
H -2.90 0.25 -0.76
H -1.75 0.85 -0.19
O 2.26 2.18 0.63
H 2.97 2.14 0.06
H 1.23 1.71 0.59
O -1.98 -0.93 3.00
H -1.56 -0.16 3.44
H -2.42 -1.57 3.70
O 2.76 -1.41 -2.48
H 2.02 -1.04 -1.86
H 2.41 -2.19 -2.45
O -0.21 1.48 0.78
H -0.05 1.81 1.76
H 0.28 0.66 0.69
O 0.29 -1.09 1.13
H -0.49 -1.10 0.43
H -0.19 -0.97 1.91
O -1.47 3.70 -1.25
H -1.11 2.99 -0.79
H -0.90 3.97 -1.93
O -1.74 -1.22 -2.99
H -2.11 -1.89 -2.41
H -0.81 -1.53 -2.94
O 2.52 -2.36 0.39
H 3.28 -2.09 0.88
H 1.79 -2.06 0.92
```

***

Entry from OMol25: a cluster of 9 separate species, H18O9 in total (ωB97M-V with the def2-TZVPD basis set).

For the electronic energy, the calculation gives -687.91807 a.u. As for the energy above the lowest of the compared OMol25 structures with the same formula, charge and spin: 67.60 kcal per mole. As for the molar mass: 162.13 g/mol. The multiplicity is 1. The value obtained for the LUMO energy is -0.18 eV. Its SMILES is O.O.O.O.O.O.O.O.O.

```
27
H18O9, DFT ωB97M-V with the def2-TZVPD basis set
O -0.89 0.18 0.21
H -1.21 1.03 -0.09
H 0.05 0.18 0.00
O -2.05 -1.01 3.06
H -2.78 -1.51 2.66
H -1.27 -1.41 2.67
O 1.60 -1.70 4.11
H 2.45 -1.98 3.76
H 1.49 -0.81 3.78
O 1.03 2.76 -2.00
H 0.17 2.62 -2.40
H 0.87 2.63 -1.05
O 2.12 2.51 2.34
H 2.59 3.29 2.69
H 1.20 2.80 2.29
O 3.86 -0.55 -2.92
H 3.46 0.21 -2.48
H 3.31 -1.30 -2.64
O 1.84 -1.34 -1.04
H 1.32 -2.06 -1.42
H 2.08 -1.67 -0.17
O -4.46 -2.02 -0.76
H -5.33 -1.63 -0.62
H -4.02 -1.42 -1.37
O -2.32 1.09 -2.90
H -2.48 0.60 -2.09
H -2.65 0.51 -3.60
```

***

Entry from OMol25: a cluster of 9 separate species, H18O9 in total (ωB97M-V with the def2-TZVPD basis set).

For the electronic energy, the calculation gives -687.90021 a.u. As for the energy above the lowest of the compared OMol25 structures with the same formula, charge and spin: 78.80 kcal per mole. As for the molar mass: 162.14 g/mol. The multiplicity is 1. The value obtained for the LUMO energy is -0.75 eV. Its SMILES is O.O.O.O.O.O.O.O.O.

```
27
H18O9, DFT ωB97M-V with the def2-TZVPD basis set
O 1.68 -3.37 0.74
H 2.34 -4.06 0.70
H 2.09 -2.61 0.32
O 2.37 2.03 0.57
H 2.94 1.47 1.10
H 2.49 1.71 -0.33
O -1.56 3.09 0.83
H -1.04 2.73 0.12
H -0.95 3.66 1.31
O -0.08 0.05 0.45
H 0.83 -0.23 0.32
H -0.28 0.58 -0.32
O -0.04 -3.00 -1.41
H 0.63 -2.97 -0.72
H 0.19 -2.28 -2.00
O 3.08 -1.10 0.32
H 3.39 -0.90 -0.57
H 3.83 -0.90 0.88
O -1.51 0.53 -1.78
H -1.57 1.34 -2.28
H -0.98 -0.05 -2.34
O -3.79 1.25 -0.14
H -3.18 0.84 -0.76
H -4.31 1.84 -0.68
O -2.33 0.45 2.05
H -2.65 -0.45 2.19
H -1.61 0.35 1.43
```

***

- Look up the electronic energy of the third one.
  -687.83030 a.u.